110
Properties=species:S:1:pos:R:3:lowdin_spin:R:1 method="wB97M-V/def2-TZVPD" spin_multiplicity=2 total_charge=+1 energy_ev=-282425.902 de_lowest_ev=0.1745 gap_ha="0.2516 / 0.2442"
O -5.49 -2.24 1.14 0.000
C -1.56 3.33 3.42 0.000
C 5.08 2.72 4.55 0.000
H 6.46 -2.82 -3.18 0.000
H 2.21 5.20 -0.29 0.000
C 4.79 -4.15 -3.11 0.000
C -4.32 -1.45 -4.16 0.003
Cl -0.25 6.04 0.87 0.000
C -3.97 -1.62 -0.53 0.003
H -3.11 2.14 -1.46 0.000
H -6.66 -1.59 -1.29 0.000
H -4.53 1.09 -1.73 0.000
C 1.83 -0.85 3.21 -0.001
H 6.53 2.54 6.18 0.000
Cl -3.10 2.81 4.03 0.000
C -4.46 -1.46 0.86 0.000
C -5.23 -3.72 -0.96 0.001
H -1.26 -0.31 4.52 0.000
H 3.21 1.93 2.44 0.000
C 4.67 -1.79 -2.64 0.000
C 0.64 3.56 -1.39 0.000
C 1.12 2.08 0.11 0.004
C -1.83 -0.85 -2.49 0.095
C 6.36 2.19 2.73 0.000
C 3.73 -1.16 1.14 0.002
H 4.47 -1.27 0.37 0.000
C 6.28 2.47 5.14 0.000
O 3.17 0.61 -1.99 0.000
As -2.62 -0.29 -0.89 0.011
O 1.01 -0.60 -2.54 0.007
O -0.88 -4.35 -1.66 0.002
N 1.82 -0.90 -0.43 -0.013
C 1.44 -0.82 1.86 0.002
As -3.56 -2.98 -3.21 0.010
C 0.82 3.17 3.42 0.000
H -4.07 1.58 -0.05 0.000
H -5.38 -1.68 -4.25 0.000
H 3.41 3.96 0.03 0.000
C 4.12 -1.21 2.50 -0.002
C 3.31 -1.94 -2.41 0.000
H -2.60 1.71 -5.49 0.000
H -7.08 -2.44 2.36 0.000
C 2.26 4.50 1.79 0.000
C -1.66 -0.07 -3.71 0.012
C 2.68 -3.17 -2.52 0.000
H 5.37 -5.01 -3.38 0.000
C -1.22 -5.19 -2.76 0.000
O -0.56 -2.41 -0.76 0.017
C -4.36 -2.58 -1.37 0.001
H 2.38 5.59 1.93 0.000
O -1.99 1.24 -3.56 0.003
N 1.44 3.31 -0.31 0.002
C 3.21 -1.06 3.51 0.002
C -3.70 1.32 -1.05 0.004
H -0.83 2.24 -2.35 0.000
H -5.91 -1.16 2.86 0.000
C -0.46 -0.45 3.81 -0.001
Cl 6.89 1.94 1.10 0.000
O -6.54 -3.67 -1.20 0.000
H -0.58 -6.07 -2.67 0.000
H -5.51 -2.90 3.08 0.000
C -1.52 4.30 2.45 0.000
H 1.10 -0.71 5.23 0.001
C 0.91 4.10 2.39 0.000
H 1.62 -3.25 -2.33 0.000
H 4.21 3.04 5.09 0.000
H -7.02 -2.47 -2.82 0.000
H -2.28 -5.49 -2.70 0.000
C 5.41 -2.92 -2.99 0.000
C -1.85 2.01 -4.75 0.000
N 0.19 1.52 -0.63 0.004
C 5.12 2.55 3.14 0.000
O 3.38 4.00 2.53 0.000
C -0.77 -0.41 2.43 0.010
C -1.13 -3.06 -1.76 0.009
H 5.13 -0.83 -2.56 0.000
H -8.17 -2.52 -1.46 0.000
C -0.40 2.79 3.95 0.000
N 0.13 -0.60 1.50 -0.009
C -0.12 2.45 -1.59 0.002
H -0.85 1.88 -5.17 0.000
C -6.03 -2.17 2.46 0.000
O -1.36 -0.57 -4.78 0.022
H -2.42 4.77 2.09 0.000
H -2.01 3.04 -4.45 0.000
H -4.20 -0.50 -3.64 0.000
C -1.82 -2.32 -2.67 0.007
H -1.79 -0.26 2.10 0.000
C 2.41 -0.97 0.83 -0.003
H 0.70 4.49 -1.92 0.000
H -0.46 2.09 4.76 0.000
H 3.52 -1.10 4.54 0.000
C 2.38 4.27 0.26 0.000
C 3.93 2.73 2.25 0.000
H -1.02 -4.66 -3.70 0.000
S 2.36 -0.56 -1.90 -0.001
C 0.83 -0.67 4.19 0.011
H 1.60 1.60 0.93 0.000
H 1.72 2.77 3.85 0.000
V -0.10 -0.62 -0.60 0.779
S 7.48 2.03 4.01 0.000
H 5.16 -1.37 2.73 0.000
H 2.95 -5.24 -2.97 0.000
H -3.88 -1.39 -5.15 0.000
H 4.25 2.64 1.20 0.000
C -0.28 4.68 1.96 0.000
O -3.96 -0.66 1.62 0.000
C -7.12 -2.48 -1.73 0.000
C 3.43 -4.28 -2.88 0.000
O -4.73 -4.72 -0.52 0.001

---

102
Properties=species:S:1:pos:R:3:lowdin_charge:R:1 method="wB97M-V/def2-TZVPD" spin_multiplicity=1 total_charge=-2 energy_ev=-173449.795 de_lowest_ev=0.0000 gap_ha="0.1719 / 0.1594"
C 4.23 -2.17 0.77 -0.690
C 1.55 5.07 4.49 -0.297
H -2.78 -1.99 -6.29 0.099
C 1.17 3.95 3.72 -0.179
H -1.22 -2.56 3.53 0.067
C -4.43 -0.50 1.40 -0.111
N 0.82 6.26 4.50 0.145
H -6.64 0.75 0.64 0.105
H -0.35 -0.01 2.57 0.023
C -3.78 0.37 -4.09 -0.101
C -5.90 2.46 -0.44 -0.125
C -2.29 3.42 -1.04 -0.086
H 2.98 2.81 4.06 0.098
H 2.87 0.03 -3.69 0.105
C 1.61 -3.58 -3.19 -0.073
H 5.16 -0.60 -0.37 0.102
C 3.02 -0.42 -0.25 -0.151
H -1.38 -1.04 4.44 0.078
C 3.04 -2.69 1.24 -0.094
H 4.26 6.50 7.16 0.097
P 0.12 0.25 -2.87 0.925
C 3.38 -2.05 -3.74 -0.095
H 1.41 4.87 -4.23 0.098
C 2.03 2.83 3.55 -0.042
C 2.52 -0.98 -3.56 -0.103
N 1.57 2.43 -1.19 -0.223
H 1.86 10.06 6.94 0.081
H 3.60 -4.19 -3.72 0.094
C 4.24 -1.02 0.01 -0.105
C 0.57 1.32 -5.43 -0.121
N 1.86 -0.90 0.19 0.032
C -3.49 2.62 -0.60 -0.248
Te -3.56 -6.24 1.44 -0.446
Cd -0.12 1.15 -0.48 1.200
Br 5.87 -3.05 1.16 0.718
C -1.44 -0.16 -3.77 -0.415
H 0.32 0.33 -5.80 0.089
C 3.13 8.34 7.14 -0.139
C 0.74 -2.50 -3.01 -0.119
O -0.73 -0.91 2.48 -0.289
H -4.84 4.10 -1.32 0.095
C -2.58 0.54 -3.41 -0.159
C 1.10 2.83 -3.59 -0.246
N 0.47 1.72 2.06 -0.092
C 1.18 8.44 5.71 -0.052
Te -2.62 -3.84 0.57 -0.221
C 1.51 3.20 -2.28 -0.184
H -5.06 -0.36 2.28 0.079
H 0.63 2.12 -7.42 0.083
H -0.86 4.62 3.16 0.088
H 2.97 0.50 -0.83 0.084
H 0.01 6.45 3.93 0.136
N -2.11 0.75 0.06 -0.483
H 0.32 8.98 5.32 0.095
C 1.18 -1.20 -3.22 -0.378
H 3.78 8.83 7.86 0.083
H 2.33 0.95 2.58 0.095
H 1.08 4.45 -6.61 0.088
C -3.35 1.34 0.01 -0.379
N 2.61 5.16 5.30 0.141
H 1.24 -4.58 -3.04 0.106
H -1.58 3.60 -0.23 0.048
C -0.77 -1.58 3.72 -0.155
H -0.28 -2.72 -2.73 0.056
H -2.61 4.40 -1.40 0.074
C -2.73 -1.26 -5.49 -0.097
Te -1.48 -1.20 -0.38 0.610
H 4.41 -1.87 -4.01 0.097
C -1.52 -1.05 -4.84 -0.126
C 0.73 1.51 -4.06 -0.317
C 1.00 3.63 -5.90 -0.123
C -3.86 -0.56 -5.11 -0.111
C 1.88 -2.01 0.92 -0.139
C 2.92 -3.35 -3.57 -0.098
H -3.41 -0.68 1.75 0.025
C -4.76 3.14 -0.82 -0.088
C -0.10 3.85 3.05 -0.044
C 1.45 7.14 5.34 -0.211
C -5.76 1.27 0.26 -0.075
H -1.37 2.66 1.84 0.078
H 2.11 2.64 0.64 0.017
H -0.65 -1.62 -5.14 0.102
H -4.81 -0.75 -5.60 0.097
H 0.23 -1.72 4.13 0.073
C 0.73 2.32 -6.36 -0.118
C 1.18 3.86 -4.57 -0.081
C -0.39 2.76 2.30 -0.201
C 2.56 6.42 5.84 -0.258
H 3.00 -3.60 1.83 0.105
C 2.04 9.04 6.63 -0.142
H -4.78 -1.40 0.89 0.011
C 1.66 1.80 2.74 -0.207
C 3.41 7.04 6.76 -0.044
H -4.66 0.91 -3.75 0.107
Te -3.44 -2.38 -1.70 0.248
O 2.24 3.16 -0.16 -0.121
H -1.75 2.95 -1.87 0.041
H -6.89 2.86 -0.66 0.082
H -2.56 1.19 -2.54 0.059
C -4.51 0.72 0.52 -0.239
H 0.92 -2.39 1.26 0.081
H 1.87 4.22 -2.16 0.106

---

98
Properties=species:S:1:pos:R:3:lowdin_charge:R:1 method="wB97M-V/def2-TZVPD" spin_multiplicity=1 total_charge=+1 energy_ev=-173072.704 de_lowest_ev=0.6549 gap_ha="0.2484 / 0.2356"
H 1.57 0.23 4.29 0.128
C -2.85 0.98 0.71 -0.057
H -4.77 -0.99 0.40 0.089
H -2.40 7.09 -4.17 0.108
C -1.10 4.23 -2.00 -0.199
H -0.92 -0.41 0.05 0.094
C -2.37 -2.21 -3.08 -0.052
H -2.76 -2.71 -3.95 0.116
H 0.58 -5.04 -0.10 0.122
C 2.41 1.08 1.08 -0.170
H 4.30 -2.21 -1.29 0.116
H -3.05 6.94 -1.81 0.107
H -3.51 1.71 1.18 0.095
Se 1.24 0.95 -2.22 0.725
C -1.76 -3.64 1.67 -0.031
H 4.75 -6.12 -2.31 0.110
C 1.33 0.52 1.72 -0.240
H 1.25 5.38 2.02 0.083
C 1.13 -3.23 -1.86 -0.527
H -0.54 1.01 2.63 0.117
C 4.26 -1.31 -0.71 -0.090
C 4.71 0.57 0.34 -0.030
H 2.79 5.12 1.19 0.082
H -2.11 -5.27 0.22 0.112
H -5.46 0.64 0.30 0.090
C -1.07 -2.54 4.34 0.027
H -4.10 -1.03 -2.78 0.115
H 2.74 -5.02 -3.26 0.112
C -2.40 6.19 -2.23 -0.079
C 0.54 -1.21 3.10 -0.234
C -4.86 -0.11 -0.24 -0.041
H 4.20 -3.98 1.37 0.114
H -0.90 5.40 -5.19 0.115
H -2.67 2.05 -1.84 0.068
H -1.77 -3.36 4.34 0.124
C -1.10 -2.52 -2.58 -0.439
C -1.36 -0.90 -0.80 0.007
C -2.63 -0.60 -1.26 -0.151
C -0.73 4.31 -3.33 -0.159
N 0.44 -3.50 1.31 0.051
C 0.47 2.78 2.01 -0.042
N 0.66 -2.28 -1.10 0.023
C 4.18 -5.41 -1.71 -0.063
H 5.46 -5.59 0.00 0.111
H 1.29 5.15 0.27 0.077
C 3.05 -4.81 -2.24 -0.027
C 2.54 2.46 0.92 0.005
H -0.04 2.74 -5.62 0.101
H 1.37 2.09 -4.76 0.041
C 2.35 -3.90 -1.45 -0.273
C 1.74 4.83 1.21 -0.035
H -2.70 -3.38 2.11 0.138
N -0.47 3.09 -1.51 0.109
C 2.74 -3.59 -0.15 -0.170
Co 1.69 -2.10 0.54 0.622
H -1.02 -2.99 7.32 0.089
C -1.94 5.16 -1.41 -0.012
C 0.27 2.48 -2.47 -0.733
H -1.60 -1.33 7.46 0.080
N 3.13 -0.93 -0.11 0.020
S 0.07 -3.68 -3.15 1.162
C 0.73 2.95 -4.88 -0.023
C -3.65 1.66 -1.55 -0.026
C -3.11 -1.27 -2.41 -0.011
H -4.22 2.46 -1.08 0.093
C -1.18 5.34 -4.15 0.001
C 3.87 -4.20 0.36 -0.080
N 3.42 0.24 0.53 -0.040
N 1.20 -0.87 1.90 0.011
C 0.34 1.41 2.16 -0.037
C 0.81 -0.54 4.30 -0.012
H -2.56 -2.54 6.59 0.080
H 5.13 1.45 0.79 0.137
H -0.47 2.76 -0.55 0.115
H 3.39 2.84 0.37 0.123
C -1.44 -4.59 0.72 -0.007
C -1.55 -2.19 6.79 -0.041
C -0.07 -4.47 0.54 -0.101
N -0.63 -3.02 2.01 -0.045
C -0.39 -2.22 3.16 -0.128
C 0.14 -0.84 5.47 -0.020
C -0.61 -1.87 -1.47 -0.321
H -1.89 1.48 0.51 0.052
C 5.28 -0.39 -0.45 -0.009
H 1.32 3.81 -5.20 0.100
H -0.32 3.43 2.38 0.122
C -3.49 0.47 -0.59 -0.545
C -2.02 6.28 -3.57 -0.076
H -2.23 5.09 -0.37 0.115
C 4.58 -5.11 -0.41 -0.060
H -5.43 -0.39 -1.13 0.080
H -2.67 0.17 1.42 0.089
H 0.39 -0.30 6.37 0.121
N 0.11 3.23 -3.59 -0.069
C -0.83 -1.84 5.51 -0.263
H -4.18 1.36 -2.46 0.088
C 1.59 3.34 1.40 -0.275
H 6.30 -0.44 -0.80 0.111